[1]
{"formula": "C5H9N2O3", "method": "the ωB97M-V functional and the def2-TZVPD basis", "elements": ["C", "C", "C", "C", "C", "N", "N", "O", "O", "O", "H", "H", "H", "H", "H", "H", "H", "H", "H"], "coordinates": [[-0.9706, 0.8288, 1.0664], [-1.3802, 0.0789, -0.8536], [-0.2463, -0.0575, 0.1570], [0.1996, -1.3441, 0.6641], [1.7181, 1.0914, -1.0243], [2.8177, 0.2425, -1.0830], [3.5213, 0.1508, 0.0167], [3.3660, 0.8894, 0.9684], [4.4961, -0.5767, 0.0527], [-2.0029, 1.0590, 0.0572], [-1.5587, 0.3336, 1.7908], [-0.5843, 1.7535, 1.5406], [-1.0113, 0.3586, -1.8541], [-1.9894, -0.7882, -0.9717], [0.0771, -2.1728, -0.1273], [-0.3316, -1.7231, 1.6328], [1.2604, -1.2754, 1.0564], [1.6146, 1.8358, -0.1631], [1.3464, 1.2553, -2.0013]], "atomic_forces_ev_per_a": [[-1.33, 1.50, -0.55], [1.36, 0.59, 1.38], [1.50, 0.29, -1.51], [1.03, -2.45, 1.04], [1.07, -1.16, 3.24], [-2.42, 0.53, -1.21], [1.27, 0.96, 0.29], [-1.69, 1.77, 2.02], [1.16, -2.14, -1.03], [-0.02, 0.82, -1.74], [-0.06, -1.05, 1.74], [0.18, -0.22, -0.60], [-0.66, 0.75, 0.24], [-0.84, -0.87, 0.01], [0.57, 1.12, 1.22], [0.20, 0.63, -1.48], [-0.77, -0.38, -0.87], [0.25, -0.95, -1.60], [-0.79, 0.28, -0.60]], "lowdin_charge": [-0.196, -0.163, -0.347, -0.125, -0.029, -0.019, -0.588, -0.062, -0.060, -0.152, 0.086, 0.114, 0.095, 0.086, 0.093, 0.086, 0.075, 0.076, 0.030], "charge": -1, "e_lumo_ev": [3.649, 3.607], "homo_ha": [-0.119, -0.099]}

[2]
{"formula": "C5H9N2P", "method": "the ωB97M-V functional and the def2-TZVPD basis", "elements": ["C", "C", "C", "C", "P", "C", "N", "N", "H", "H", "H", "H", "H", "H", "H", "H", "H"], "coordinates": [[1.4114, -0.8698, -1.2131], [0.8122, -0.4789, 0.1634], [1.6284, 0.4087, 1.1353], [-0.6138, -0.1072, 0.0310], [-1.6253, 1.4465, 0.9142], [-3.0706, 0.6492, 0.1055], [-2.7713, -0.4247, -0.5476], [-1.4732, -0.8333, -0.6002], [2.4599, -1.0099, -1.0476], [1.1420, -0.2660, -1.9714], [0.9694, -1.8563, -1.4142], [0.8481, -1.5188, 0.5411], [1.4485, 1.5725, 0.9001], [2.6240, 0.1682, 0.8508], [1.4757, 0.0634, 2.1010], [-1.1712, 2.0335, -0.1826], [-4.0942, 1.0229, 0.2343]], "atomic_forces_ev_per_a": [[-0.18, -2.12, 2.83], [0.22, -0.83, 0.04], [-0.79, 2.09, -3.77], [-2.62, 0.70, 1.32], [0.52, -3.01, 0.97], [1.49, -0.06, -0.10], [-2.18, 0.32, 0.16], [1.48, 0.61, 0.30], [0.74, 0.10, -0.43], [-0.44, 2.35, -2.64], [0.25, 0.31, -0.30], [-0.51, 0.64, 0.89], [0.37, -2.62, 0.99], [1.22, 0.23, 0.13], [-0.50, 0.11, 2.00], [0.56, 1.65, -2.03], [0.37, -0.48, -0.38]], "lowdin_charge": [-0.054, -0.421, -0.072, -0.362, 0.927, -0.406, -0.084, -0.014, 0.072, 0.034, 0.086, 0.138, 0.123, 0.048, 0.045, -0.117, 0.057], "smiles": "CC(C)C1=[PH]=CN=N1", "charge": 0, "e_lumo_ev": 0.212, "homo_ha": -0.342}

What did we get for energy relative to the best compared isomer or geometry (same formula, charge and spin)? Answer: 808.61 234.43 kJ/mol, in the order shown.